# 1
{"formula": "C7H4Br2N2O", "method": "wB97M-V/def2-TZVPD", "elements": ["Br", "Br", "O", "N", "N", "C", "C", "C", "C", "C", "C", "C", "H", "H", "H", "H"], "positions_angstrom": [[-1.582, -1.863, -2.333], [3.678, -0.020, -0.956], [1.839, 1.325, 1.470], [0.867, 2.574, 3.278], [-0.430, 1.375, 1.801], [0.887, -0.729, -1.524], [-1.009, -0.067, -0.115], [-0.106, 0.605, 0.714], [0.759, 1.776, 2.191], [-0.508, -0.769, -1.227], [1.781, -0.066, -0.663], [1.258, 0.576, 0.461], [1.250, -1.277, -2.370], [1.779, 2.528, 3.712], [-2.044, -0.058, 0.161], [0.048, 2.557, 3.867]], "lowdin_charge": [0.737, 0.742, 0.117, 0.172, 0.182, -0.163, -0.036, -0.254, -0.415, -0.677, -0.581, -0.242, 0.084, 0.113, 0.107, 0.115], "total_charge": 0, "relative_energy_kcal_mol": 0.0, "smiles": "Nc1nc2cc(Br)cc(Br)c2o1", "max_force_ev_per_a": 2.135, "lumo_energy_ha": 0.020, "homo_ev": -8.59, "gap_ev": 9.1380}


# 2
{"formula": "C7H4Cl3O4", "method": "wB97M-V/def2-TZVPD", "elements": ["Cl", "Cl", "Cl", "O", "O", "O", "O", "C", "C", "C", "C", "C", "C", "C", "H", "H", "H", "H"], "positions_angstrom": [[0.985, -3.908, -0.323], [2.096, -0.398, -1.999], [-2.641, 1.265, -1.139], [-0.342, 1.350, 0.615], [-4.520, -0.349, 0.553], [-3.696, 1.375, 1.813], [-0.550, -0.359, -2.110], [0.536, -0.066, -1.278], [1.902, 0.806, 0.508], [0.611, 0.740, -0.216], [-4.034, 0.531, 1.124], [1.686, -2.654, 0.437], [2.097, -1.540, 0.697], [2.535, -0.267, 1.008], [3.496, -0.034, 1.350], [-1.141, 1.557, 0.040], [-1.354, 0.242, -1.797], [2.334, 1.710, 0.719]], "lowdin_charge": [0.688, 0.717, 0.134, -0.046, 0.132, 0.170, -0.136, -0.656, -0.081, -0.358, -0.594, -0.630, -0.170, -0.150, 0.086, -0.071, -0.117, 0.082], "total_charge": -1, "relative_energy_kcal_mol": 0.0, "max_force_ev_per_a": 3.119, "lumo_energy_ha": 0.108, "homo_ev": -4.66, "gap_ev": 7.6026}


# 3
{"formula": "C7H4ClN2O2S", "method": "wB97M-V/def2-TZVPD", "elements": ["Cl", "S", "O", "O", "N", "N", "C", "C", "C", "C", "C", "C", "C", "H", "H", "H", "H"], "positions_angstrom": [[-0.970, 0.769, -2.938], [2.547, -2.632, -2.920], [-1.420, 1.576, 2.831], [-2.078, -0.554, 2.578], [1.725, -0.036, -2.428], [0.937, 0.105, -1.254], [2.094, -1.202, -2.649], [1.494, -0.147, -0.050], [-1.408, 0.571, 2.216], [0.745, 0.000, 1.094], [-0.580, 0.413, 0.973], [-0.341, 0.499, -1.397], [-1.135, 0.665, -0.269], [2.521, -0.468, -0.027], [1.190, -0.186, 2.056], [-2.158, 0.987, -0.349], [-3.020, -0.427, 2.396]], "lowdin_charge": [0.874, 0.956, 0.223, 0.129, 0.064, -0.074, -0.732, 0.036, -0.484, 0.068, -0.073, -0.600, 0.027, 0.154, 0.148, 0.142, 0.142], "total_charge": 1, "max_force_ev_per_a": 0.955, "lumo_energy_ha": -0.178, "homo_ev": -14.23, "gap_ev": 9.3901}


# 4
{"formula": "C7H4ClNO2S", "method": "wB97M-V/def2-TZVPD", "elements": ["Cl", "S", "O", "O", "N", "C", "C", "C", "C", "C", "C", "C", "H", "H", "H", "H"], "positions_angstrom": [[2.642, -2.398, 3.301], [0.969, 0.132, 2.131], [1.605, 1.417, 2.340], [1.989, -2.108, -0.767], [1.955, -0.825, 1.155], [-1.399, 0.373, -1.787], [-1.248, 1.139, 0.498], [-0.122, 0.366, 0.653], [-1.886, 1.137, -0.738], [0.358, -0.403, -0.400], [-0.261, -0.406, -1.632], [1.571, -1.262, -0.018], [-1.907, 0.375, -2.740], [0.133, -1.007, -2.438], [-1.627, 1.735, 1.315], [-2.772, 1.736, -0.875]], "lowdin_charge": [0.116, 0.904, -0.445, 0.142, -0.088, -0.054, -0.052, -0.258, -0.058, -0.144, 0.003, -0.530, 0.110, 0.126, 0.118, 0.110], "total_charge": 0, "max_force_ev_per_a": 4.144, "lumo_energy_ha": [-0.135, -0.137], "homo_ev": [-10.28, -10.32], "gap_ev": [6.6021, 6.5819]}


# 5
{"formula": "C7H4N4", "method": "wB97M-V/def2-TZVPD", "elements": ["N", "N", "N", "N", "C", "C", "C", "C", "C", "C", "C", "H", "H", "H", "H"], "positions_angstrom": [[0.762, -0.123, -1.517], [-0.105, -0.322, 0.838], [-1.150, 0.043, 1.655], [-2.613, 2.477, -2.004], [-1.841, 1.845, -1.329], [0.854, -1.388, 1.092], [-1.656, 1.026, 0.882], [-1.253, 1.030, -0.365], [1.962, -1.392, 0.272], [1.814, -0.627, -1.005], [-0.240, 0.112, -0.491], [2.732, -0.321, -1.567], [0.503, -1.749, 2.140], [2.836, -1.909, 0.303], [-2.605, 1.298, 1.095]], "lowdin_charge": [0.147, -0.089, 0.130, 0.148, -0.144, 0.031, -0.113, -0.251, -0.010, -0.154, -0.139, 0.127, 0.156, 0.060, 0.101], "total_charge": 0, "relative_energy_kcal_mol": 61.0, "smiles": "N#Cc1cnn2cccnc12", "max_force_ev_per_a": 7.122, "lumo_energy_ha": -0.021, "homo_ev": -9.34, "gap_ev": 8.7596}


# 6
{"formula": "C7H56O30P2S", "method": "wB97M-V/def2-TZVPD", "elements": ["S", "P", "P", "O", "O", "O", "O", "O", "O", "O", "O", "O", "O", "O", "O", "O", "O", "O", "O", "O", "O", "O", "O", "O", "O", "O", "O", "O", "O", "O", "O", "O", "O", "C", "C", "C", "C", "C", "C", "C", "H", "H", "H", "H", "H", "H", "H", "H", "H", "H", "H", "H", "H", "H", "H", "H", "H", "H", "H", "H", "H", "H", "H", "H", "H", "H", "H", "H", "H", "H", "H", "H", "H", "H", "H", "H", "H", "H", "H", "H", "H", "H", "H", "H", "H", "H", "H", "H", "H", "H", "H", "H", "H", "H", "H", "H"], "positions_angstrom": [[0.882, 0.243, 0.998], [4.260, 1.512, -0.018], [4.604, 0.078, -1.594], [-0.908, -1.796, -1.543], [0.600, -5.783, -0.823], [1.472, 6.121, 7.513], [0.181, 4.671, 5.173], [-4.609, 1.055, 4.401], [6.538, -7.702, -3.849], [-3.175, -3.587, -1.484], [4.747, -1.589, -5.375], [-6.562, 0.431, -1.289], [-0.120, -0.448, -3.118], [6.156, -0.204, -1.635], [1.944, 1.377, 1.260], [0.985, 0.251, -0.560], [3.796, 4.303, 1.478], [0.038, -1.577, 4.226], [4.692, -10.122, -3.002], [4.201, 0.594, -2.892], [-3.138, 4.825, 0.686], [3.988, -1.343, -1.293], [-2.147, 0.538, 6.225], [1.237, -1.018, 1.469], [-4.240, 0.457, -3.116], [-1.121, 2.363, 3.944], [-7.199, 3.296, 1.171], [-2.517, -1.639, 0.938], [-4.711, 1.893, 7.620], [4.216, -5.938, -3.553], [1.602, -4.128, -3.077], [-0.466, 0.536, 1.231], [-4.704, 1.996, 0.139], [0.568, 2.446, -1.639], [-1.027, 0.665, -3.307], [1.602, 1.404, -1.132], [2.430, 1.930, 0.006], [-0.837, -1.492, -2.678], [-0.361, 1.805, -3.992], [0.630, 2.649, -3.143], [3.297, -5.669, -3.429], [-7.334, 4.117, 1.653], [0.137, -4.948, -0.922], [5.485, -2.140, -5.100], [-2.436, -2.269, 0.209], [6.575, 0.625, -1.885], [-1.343, -2.109, -3.424], [3.974, 3.660, 2.172], [5.418, -9.547, -3.274], [-6.655, 1.262, -0.805], [-1.557, 0.386, 6.969], [2.378, -3.558, -3.157], [-1.538, 0.921, -2.396], [4.760, -0.854, -4.746], [1.074, 5.664, 6.764], [-3.484, 5.720, 0.735], [0.210, 1.386, -4.802], [-1.797, 0.310, -3.975], [2.418, 2.991, 0.152], [-4.685, 0.650, -3.945], [2.144, 1.130, -2.020], [-3.884, -3.969, -0.957], [-2.834, -4.330, -1.991], [4.719, -5.307, -3.030], [1.643, 2.520, -3.490], [-0.234, 4.033, 4.576], [-0.416, 2.249, -1.253], [3.725, 5.146, 1.938], [-1.118, 2.437, -4.417], [-4.013, 0.902, 5.145], [-3.779, 1.853, 7.378], [0.879, 3.375, -1.181], [-6.470, -0.226, -0.594], [4.010, -9.974, -3.663], [-4.814, -0.191, -2.690], [1.115, 4.663, 4.940], [-4.155, 1.720, 3.874], [1.002, 6.957, 7.557], [1.003, -3.626, -2.518], [-1.245, 1.852, 3.130], [3.391, -1.300, -0.539], [-0.195, 2.214, 4.170], [-0.175, -2.363, 4.736], [7.059, -7.087, -3.326], [0.374, 3.676, -3.332], [-1.686, 1.196, 5.684], [4.533, 0.797, 1.164], [-3.598, 4.430, -0.066], [-4.399, 1.107, 0.398], [1.495, -5.594, -1.117], [-1.726, -1.091, 0.867], [-4.538, 2.539, 0.915], [5.624, -7.402, -3.726], [-5.135, 1.267, 7.027], [-7.100, 2.631, 1.864], [0.376, -1.908, 3.386]], "lowdin_charge": [0.528, 0.947, 0.181, 0.117, -0.049, -0.059, -0.045, -0.052, -0.059, -0.048, -0.061, -0.060, -0.022, -0.137, -0.209, -0.160, -0.071, -0.061, -0.062, -0.295, -0.059, -0.121, -0.046, -0.188, -0.055, -0.039, -0.054, -0.064, -0.061, -0.039, -0.040, -0.199, -0.061, -0.103, -0.192, -0.305, -0.460, -0.360, -0.133, -0.147, 0.022, 0.037, 0.012, 0.027, -0.012, 0.081, 0.158, 0.034, -0.003, 0.021, 0.056, 0.049, 0.120, 0.000, -0.017, 0.034, 0.118, 0.111, 0.080, 0.039, 0.108, 0.052, 0.045, 0.047, 0.110, 0.002, 0.121, 0.051, 0.115, -0.010, 0.004, 0.114, 0.038, 0.030, 0.022, 0.040, 0.025, 0.035, 0.017, 0.048, 0.061, 0.051, 0.036, 0.037, 0.105, 0.016, -0.042, 0.026, 0.054, 0.017, -0.020, 0.015, 0.000, 0.020, 0.040, 0.005], "total_charge": 0, "max_force_ev_per_a": 3.363, "lumo_energy_ha": -0.026, "homo_ev": -10.69, "gap_ev": 9.9947}